1.
Here is C34H56N3OP2PtS as an isolated structure in a non-equilibrium geometry from the OMol25 dataset. Energies are from the ωB97M-V functional and the def2-TZVPD basis.

Atoms and positions in Å:
C  -0.8237  -2.4960  -1.4863
C  1.4853  -1.9195  -1.3415
C  -0.5393  -3.6669  -2.1898
C  1.8085  -3.1512  -1.9806
C  0.7996  -4.0313  -2.3637
H  -1.3593  -4.2548  -2.6050
H  2.8634  -3.3890  -2.1217
H  1.0474  -4.9895  -2.8020
N  0.1579  -1.7301  -0.9752
P  -2.4893  -0.8144  0.0299
P  2.6205  0.5371  -0.2341
C  -2.2580  -1.9744  -1.3901
H  -2.4881  -1.4307  -2.3193
H  -2.9691  -2.8124  -1.3608
C  -0.1606  1.3837  1.3277
O  -0.0932  2.3310  1.9993
C  2.4783  -0.9100  -1.2248
H  3.4637  -1.2963  -1.5075
C  3.8294  1.4849  -1.5036
C  3.5217  0.4729  1.5320
C  -3.6784  0.5906  -0.4793
C  -3.3009  -2.0672  1.1895
C  3.3266  2.9309  -1.5216
H  3.4522  3.4340  -0.5547
H  3.9031  3.5074  -2.2614
H  2.2675  2.9855  -1.7959
C  5.3034  1.4262  -1.1109
H  5.5261  1.8568  -0.1308
H  5.6854  0.3987  -1.1491
H  5.8752  2.0081  -1.8505
C  3.7575  0.8913  -2.9144
H  4.1261  1.6315  -3.6339
H  4.3748  -0.0093  -3.0193
H  2.7375  0.6183  -3.2042
C  3.7986  1.9432  1.9028
H  2.8494  2.4879  2.0123
H  4.3134  1.9823  2.8726
H  4.4089  2.4873  1.1753
C  2.6245  -0.0934  2.6297
H  1.6980  0.4779  2.7530
H  2.3732  -1.1435  2.4368
H  3.1645  -0.0607  3.5906
C  4.7458  -0.4365  1.4797
H  5.5114  -0.1309  0.7628
H  5.2107  -0.4458  2.4774
H  4.4423  -1.4689  1.2503
C  -3.4840  -1.3738  2.5434
H  -3.9375  -2.0893  3.2461
H  -2.5174  -1.0625  2.9576
H  -4.1382  -0.4937  2.4857
C  -2.3623  -3.2713  1.3491
H  -2.1309  -3.7544  0.3934
H  -1.4262  -2.9731  1.8382
H  -2.8515  -4.0155  1.9932
C  -4.6574  -2.6009  0.6527
H  -4.7931  -3.6302  1.0189
H  -5.5108  -2.0222  1.0281
H  -4.7310  -2.6511  -0.4411
C  -3.6595  0.7451  -2.0062
H  -4.2082  -0.0548  -2.5204
H  -4.1453  1.6975  -2.2713
H  -2.6323  0.7763  -2.3915
C  -3.1720  1.9024  0.1510
H  -2.1806  2.1749  -0.2307
H  -3.8651  2.7154  -0.1123
H  -3.1191  1.8376  1.2435
C  -5.1303  0.3838  -0.0389
H  -5.5938  -0.4846  -0.5215
H  -5.2383  0.3020  1.0481
H  -5.7065  1.2683  -0.3528
Pt  -0.2695  -0.0268  0.1647
N  0.2615  0.7099  -1.6522
C  0.8202  1.1211  -2.6155
C  0.3907  1.9842  -3.8568
C  1.3845  1.8983  -4.9958
C  -0.9299  1.4294  -4.3645
C  0.2502  3.4571  -3.4718
H  2.3649  2.3266  -4.7478
H  1.5122  0.8614  -5.3253
H  1.0003  2.4704  -5.8553
H  -1.7377  1.7166  -3.6873
H  -1.1748  1.8233  -5.3560
H  -0.8777  0.3357  -4.4502
H  -0.2417  4.0163  -4.2882
H  -0.3645  3.5657  -2.5705
H  1.2229  3.9319  -3.2888
S  0.1435  -1.8455  3.1884
C  -0.4452  -1.1363  4.5964
N  -0.7169  -1.9623  5.6662
C  -1.2862  -1.5242  6.8290
C  -1.5800  -0.1799  6.9709
C  -1.2723  0.7111  5.9333
C  -0.7015  0.2393  4.7554
H  -0.5044  -2.9511  5.5425
H  -1.4757  -2.2856  7.5763
H  -2.0444  0.1741  7.8876
H  -1.4786  1.7767  6.0369
H  -0.4508  0.8921  3.9266

Atoms 1-6, force components in eV/Å:
-0.0565 0.0766 -0.3216
-0.6578 -0.4907 -0.2096
0.0311 0.2971 0.0393
-0.3892 -0.1850 0.0640
0.3467 0.4322 0.3481
0.3055 0.0907 0.2157

Calculated values
Total charge: +1
2S+1: 3
Frontier orbital gap (alpha / beta) in eV: 6.218 / 4.849
Strongest force on any atom in eV/Å: 5.87
E in eV: -75335.63830



2.
Here is C34H57AlN3O3Si as an isolated structure in a non-equilibrium geometry from the OMol25 dataset. Energies are from the ωB97M-V functional and the def2-TZVPD basis.

Atoms and positions in Å:
O  3.0426  0.7501  -3.1312
O  4.6214  -0.9485  -1.5756
C  1.8128  0.3121  -3.7317
C  0.8384  1.4259  -4.0473
H  1.3435  -0.4704  -3.1097
H  2.0968  -0.1882  -4.6710
H  0.1304  1.5493  -3.2336
H  0.2707  1.1348  -4.9311
H  1.3218  2.3758  -4.2902
C  2.9764  1.8009  -2.1391
C  4.1649  2.6991  -2.3510
H  2.9350  1.4073  -1.1104
H  2.0360  2.3502  -2.2444
H  5.0693  2.2331  -1.9275
H  3.9996  3.6630  -1.8520
H  4.2828  2.8761  -3.4306
C  5.4773  -0.9817  -0.4083
C  5.2474  -0.9406  -2.8726
C  5.6541  0.3778  0.2289
H  6.4607  -1.4073  -0.6749
H  5.0428  -1.6658  0.3424
H  6.3709  0.9814  -0.3280
H  6.0559  0.2591  1.2383
H  4.7111  0.9255  0.3194
C  6.4658  -0.0827  -3.0338
H  4.4670  -0.5162  -3.5127
H  5.4314  -1.9675  -3.2330
H  6.2011  0.9697  -2.9045
H  6.8248  -0.1982  -4.0604
H  7.2792  -0.3719  -2.3618
H  2.7086  -0.8654  -1.4048
N  -0.7194  0.9873  0.6176
C  -1.6814  0.8842  1.5803
C  -1.6040  -0.0692  2.6082
C  -0.4573  -0.7233  3.0788
C  -2.8220  1.8497  1.5256
H  -3.3138  1.8337  0.5405
H  -2.5019  2.8822  1.7343
H  -3.5652  1.5709  2.2763
C  -0.3132  -1.1240  4.5084
H  0.5699  -0.6455  4.9611
H  -0.2433  -2.2188  4.6053
H  -1.2089  -0.7790  5.0395
N  0.5307  -1.0480  2.2188
C  -0.6812  2.1928  -0.1847
C  -1.4103  2.2310  -1.3853
C  -2.2372  1.0801  -1.8558
C  -1.4755  3.4233  -2.1095
H  -2.0526  3.4382  -3.0403
C  -0.8370  4.5660  -1.6402
H  -0.9002  5.4826  -2.2232
C  -0.1844  4.5506  -0.4107
H  0.2667  5.4601  -0.0075
C  -0.1100  3.3715  0.3365
C  0.4666  3.4067  1.7147
C  1.7205  -1.7797  2.5697
C  1.7234  -3.1843  2.4524
C  0.4391  -3.8921  2.1776
C  2.9275  -3.8791  2.5862
H  2.9122  -4.9670  2.5255
C  4.1193  -3.1892  2.8071
H  5.0615  -3.7322  2.8658
C  4.1140  -1.8010  2.9282
H  5.0338  -1.2515  3.1388
C  2.9251  -1.0791  2.7777
C  2.9343  0.4175  2.8004
Al  -0.0481  -0.7890  0.4842
H  -2.4248  1.2273  -2.9255
H  -3.2283  1.0606  -1.3758
H  -1.7744  0.1000  -1.7149
H  1.1805  2.5989  1.8971
H  -0.3002  3.3874  2.5001
H  0.9977  4.3566  1.8369
H  0.6138  -4.9676  2.0796
H  -0.0301  -3.5527  1.2457
H  -0.2958  -3.7404  2.9817
H  2.0852  0.8327  3.3629
H  2.9063  0.8310  1.7819
H  3.8603  0.7836  3.2623
H  -2.4740  -0.1188  3.2541
C  2.0255  -1.6504  -0.8665
Si  2.5526  -3.3786  -1.6386
H  2.2811  -1.6474  0.2061
H  0.9467  -1.4263  -1.0678
C  2.5980  -3.2516  -3.5220
C  1.2532  -4.6616  -1.1948
C  4.2344  -4.0787  -1.1321
H  4.2984  -5.1235  -1.4807
H  4.3785  -4.0783  -0.0417
H  5.0718  -3.5162  -1.5853
H  1.5933  -3.0793  -3.9315
H  2.9912  -4.1744  -3.9770
H  3.2335  -2.4197  -3.8572
H  0.2338  -4.2609  -1.2022
H  1.4514  -5.0826  -0.2000
H  1.2709  -5.4940  -1.9194
O  -2.3659  -3.7780  -1.1779
C  -1.8949  -2.8596  -0.5934
N  -1.3658  -1.9354  -0.0177

Atoms 1-6, force components in eV/Å:
-0.8767 0.5657 0.4436
1.0878 0.0801 0.4785
0.5679 -0.0498 -0.1340
-0.3991 -0.2280 -0.2583
-0.0084 0.2845 -0.1208
0.1905 0.1462 0.3747

Calculated values
Total charge: +1
Frontier orbital gap in eV: 8.609
Strongest force on any atom in eV/Å: 2.24
E in eV: -61268.39514
Relative energy (zero: lowest compared OMol25 entry of this formula, charge and spin) in eV: 0.700



3.
Here is C34H57BeN3O2SeSi as an isolated structure in a non-equilibrium geometry from the OMol25 dataset. Energies are from the ωB97M-V functional and the def2-TZVPD basis.

Atoms and positions in Å:
O  1.3354  1.9549  1.0956
O  3.1946  0.8898  -5.0567
C  0.7028  3.1553  0.5916
C  1.0179  4.5328  1.1325
H  -0.3732  2.9759  0.7286
H  0.8698  3.1983  -0.4958
H  0.6553  4.7046  2.1540
H  0.4290  5.2128  0.4936
H  2.0293  4.9145  0.9699
C  2.5726  1.6108  0.5052
C  3.0901  2.4287  -0.6685
H  2.6081  0.5289  0.2981
H  3.3225  1.7958  1.2981
H  2.5731  2.2408  -1.6087
H  4.1461  2.1314  -0.7907
H  3.1291  3.4930  -0.4299
C  3.2253  -0.3080  -4.2857
C  1.8900  1.1453  -5.5571
C  4.5243  -0.4296  -3.4919
H  3.2037  -1.2225  -4.9130
H  2.3242  -0.3450  -3.6448
H  5.3916  -0.1269  -4.0838
H  4.7293  -1.4628  -3.1794
H  4.4549  0.2076  -2.6056
C  1.8654  2.2314  -6.6295
H  1.2472  1.4309  -4.7090
H  1.4456  0.2429  -6.0038
H  2.1998  3.1879  -6.2182
H  0.8676  2.3760  -7.0539
H  2.5223  1.9780  -7.4758
H  -1.2253  -1.4696  -1.5813
N  -1.4392  0.2410  2.6083
C  -2.5306  -0.4912  2.3090
C  -2.4197  -1.6981  1.6270
C  -1.2367  -2.3878  1.3722
C  -3.9027  -0.0217  2.7227
H  -4.2416  0.8467  2.1356
H  -3.8915  0.2483  3.7957
H  -4.6184  -0.8380  2.5499
C  -1.3944  -3.7491  0.7520
H  -1.2491  -4.5430  1.5060
H  -0.7114  -3.9313  -0.0810
H  -2.4124  -3.8466  0.3484
N  -0.0438  -1.9534  1.8330
C  -1.5729  1.5835  3.0480
C  -2.1814  2.5456  2.2082
C  -2.7855  2.1982  0.8667
C  -2.1678  3.8749  2.6245
H  -2.6312  4.6432  1.9889
C  -1.5445  4.2515  3.8174
H  -1.4639  5.3150  4.0886
C  -1.0627  3.2759  4.6914
H  -0.6345  3.5518  5.6633
C  -1.1607  1.9262  4.3561
C  -0.8439  0.8573  5.3686
C  1.0672  -2.8746  1.9072
C  1.7912  -3.1948  0.7436
C  1.3672  -2.7045  -0.6088
C  2.8722  -4.0697  0.8452
H  3.4556  -4.3311  -0.0319
C  3.2307  -4.6333  2.0702
H  4.0949  -5.2868  2.1697
C  2.4124  -4.4387  3.1808
H  2.5989  -4.9341  4.1271
C  1.3149  -3.5792  3.1059
C  0.3471  -3.5156  4.2440
Be  0.0604  -0.4321  2.5859
H  -2.3724  2.8455  0.0722
H  -3.8772  2.3760  0.8826
H  -2.5893  1.1568  0.5941
H  -1.5008  -0.0192  5.2385
H  -1.0284  1.2614  6.3801
H  0.2094  0.5308  5.3117
H  2.2151  -2.6523  -1.3063
H  0.8965  -1.7222  -0.5643
H  0.6509  -3.3956  -1.0804
H  0.0887  -2.4966  4.5595
H  0.7813  -4.0237  5.1106
H  -0.5920  -4.0392  4.0056
H  -3.3430  -2.1822  1.3389
C  -1.2858  -0.5786  -2.2143
Si  -2.6983  -0.6743  -3.4977
H  -1.4443  0.2115  -1.4554
H  -0.2657  -0.3752  -2.5991
C  -2.9978  0.9727  -4.3175
C  -4.2131  -1.0902  -2.4113
C  -2.2034  -2.0450  -4.7118
H  -1.1932  -1.8552  -5.1125
H  -2.9200  -2.0975  -5.5496
H  -2.1685  -3.0202  -4.2021
H  -3.1779  1.7491  -3.5570
H  -3.8829  0.9128  -4.9634
H  -2.1249  1.2627  -4.9196
H  -4.4122  -0.2830  -1.6890
H  -4.0659  -2.0229  -1.8476
H  -5.1315  -1.1998  -3.0068
Se  4.2016  0.9518  3.5934
C  2.5624  0.3977  3.3997
N  1.4420  0.0357  3.1953

Atoms 1-6, force components in eV/Å:
-1.0514 1.2026 -0.5250
-0.0732 -0.3247 -0.1515
-0.3331 -0.9687 -0.8129
-0.2900 0.6575 -0.0200
0.5289 0.0864 0.0215
-0.1474 -0.0930 0.2247

Calculated values
Total charge: 0
Frontier orbital gap in eV: 7.956
Strongest force on any atom in eV/Å: 2.74
E in eV: -118377.24617
Relative energy (zero: lowest compared OMol25 entry of this formula, charge and spin) in eV: 0.000



4.
Here is C34H57Cl5N7Si3V as an isolated structure from the OMol25 dataset. Energies are from the ωB97M-V functional and the def2-TZVPD basis.

Atoms and positions in Å:
V  0.0232  0.7247  0.0635
C  0.5804  -4.1585  3.5781
N  0.2674  -2.8047  3.9787
C  -0.4540  -2.5839  5.2246
C  -0.9430  -1.1493  5.0486
N  -0.0103  -0.5577  4.0888
C  1.0743  0.1914  4.7243
C  0.4784  -1.6296  3.2900
N  0.9973  -1.3660  2.1575
C  1.5691  -2.3486  1.2641
C  1.2319  -1.9605  -0.1712
N  1.7642  -0.6403  -0.5271
C  3.0122  -0.5035  -0.7726
N  4.0065  -1.4640  -0.8000
C  3.8820  -2.8010  -1.3606
C  5.3208  -0.8342  -0.8502
C  4.9790  0.6137  -0.5071
N  3.5978  0.7791  -0.9643
C  3.5310  1.1661  -2.3780
H  0.4097  -4.8079  4.4355
H  1.6257  -4.2641  3.2898
H  -0.0564  -4.5127  2.7621
H  0.2071  -2.7141  6.0889
H  -1.2842  -3.2869  5.3181
H  -1.9474  -1.1427  4.6224
H  -0.9552  -0.5789  5.9752
H  1.5972  -0.4001  5.4907
H  0.6661  1.0853  5.1948
H  1.7940  0.4921  3.9686
H  1.1976  -3.3652  1.4027
H  2.6590  -2.3834  1.3878
H  0.1498  -1.8975  -0.2544
H  1.5426  -2.7482  -0.8494
H  3.6904  -3.5606  -0.5995
H  4.8251  -3.0440  -1.8501
H  3.1025  -2.8428  -2.1188
H  5.7628  -0.9397  -1.8475
H  6.0003  -1.2835  -0.1252
H  5.6324  1.3373  -0.9888
H  5.0168  0.7722  0.5723
H  3.8983  2.1852  -2.4806
H  2.4986  1.1400  -2.7116
H  4.1241  0.5055  -3.0264
Cl  -3.1224  2.4483  1.7628
C  -1.5077  2.7042  2.3590
C  -0.4196  2.1067  1.7241
C  0.7981  2.4020  2.3196
Cl  2.2037  1.6461  1.5960
C  0.9918  3.2233  3.4222
Cl  2.5700  3.5240  4.0508
C  -0.1261  3.7924  4.0172
Cl  0.0504  4.8069  5.3978
C  -1.3850  3.5257  3.4829
Cl  -2.7707  4.2325  4.2282
C  -0.6992  0.4223  -5.1905
Si  -0.8645  -0.2310  -3.4175
C  -2.4386  -1.2435  -3.3859
C  0.5620  -1.4707  -3.3629
C  -0.8450  1.0698  -2.0694
C  0.1625  2.1379  -2.2260
C  0.5117  2.8767  -3.3705
C  1.3416  3.9694  -3.2432
C  1.8438  4.3158  -1.9909
C  1.5166  3.5157  -0.9179
N  0.7178  2.4530  -1.0418
Si  -2.4525  2.0926  -2.0351
C  -2.1258  3.7226  -1.1498
C  -2.9777  2.6244  -3.7741
C  -4.0350  1.3164  -1.3844
H  -0.9230  -0.4121  -5.8619
H  0.3257  0.7347  -5.4081
H  -1.3703  1.2414  -5.4457
H  -2.4957  -1.8608  -2.4906
H  -2.4482  -1.9113  -4.2519
H  -3.3406  -0.6323  -3.4316
H  0.7058  -1.8808  -4.3661
H  0.3579  -2.3023  -2.6878
H  1.4955  -0.9971  -3.0559
H  0.0865  2.6146  -4.3263
H  1.5874  4.5669  -4.1129
H  2.4753  5.1818  -1.8520
H  1.8936  3.7273  0.0734
H  -1.5336  4.3852  -1.7878
H  -1.5962  3.6072  -0.2051
H  -3.0770  4.2196  -0.9443
H  -2.2049  3.1840  -4.3047
H  -3.8449  3.2840  -3.6722
H  -3.2830  1.7813  -4.3975
H  -3.9600  0.7892  -0.4398
H  -4.4736  0.6376  -2.1172
H  -4.7416  2.1416  -1.2499
C  -1.6966  -3.5447  -0.2357
Si  -2.5383  -2.0706  0.6120
C  -2.8823  -2.6789  2.3682
C  -4.2531  -1.9334  -0.1566
C  -1.6472  -0.4400  0.7097
H  -2.4008  -4.3815  -0.2315
H  -0.7990  -3.8768  0.2930
H  -1.4197  -3.3560  -1.2755
H  -3.5294  -3.5605  2.3616
H  -3.3871  -1.8952  2.9401
H  -1.9625  -2.9364  2.8971
H  -4.6796  -2.9313  -0.2910
H  -4.2727  -1.4274  -1.1192
H  -4.9138  -1.3804  0.5169
H  -1.3621  -0.3762  1.7739
H  -2.4565  0.2874  0.6283

Atoms 1-6, force components in eV/Å:
-0.3476 -0.3745 -0.3165
-0.0082 0.0127 0.0033
-0.0239 -0.0220 -0.0201
-0.0080 -0.0017 0.0015
-0.0128 0.0263 0.0119
0.0193 -0.0165 0.0087

Calculated values
Total charge: 0
2S+1: 3
Frontier orbital gap (alpha / beta) in eV: 7.986 / 8.157
Strongest force on any atom in eV/Å: 0.60
E in eV: -158548.02968
Relative energy (zero: lowest compared OMol25 entry of this formula, charge and spin) in eV: 0.000